1.
Computed, not measured: a structure of composition C23H36P2Sn at a distorted geometry, with the ωB97M-V functional and the def2-TZVPD basis.

Geometry as ORCA input:
```
! wB97M-V def2-TZVPD RIJCOSX def2/J DEFGRID3
* xyz 2 1
P 0.42 -2.15 -2.90
P 0.53 1.90 -2.57
C 0.07 -0.63 -3.83
C 1.08 0.50 -3.61
H -0.96 -0.34 -3.55
H -0.01 -0.91 -4.90
H 2.03 0.11 -3.19
H 1.32 0.94 -4.59
C -0.36 2.97 -3.76
H -0.93 3.75 -3.23
H -1.07 2.36 -4.33
H 0.36 3.44 -4.44
C 1.98 2.77 -1.97
H 2.25 3.51 -2.75
H 2.84 2.08 -1.86
H 1.85 3.31 -1.02
C -0.80 -3.23 -3.68
H -0.97 -4.11 -3.06
H -0.45 -3.53 -4.68
H -1.74 -2.68 -3.79
C 2.08 -2.80 -3.18
H 2.86 -2.02 -3.14
H 2.12 -3.25 -4.18
H 2.31 -3.58 -2.44
Sn 2.74 0.20 1.82
C -1.10 1.43 -1.58
C -2.17 0.75 -2.32
C -3.17 -0.15 -1.74
C -2.73 -1.24 -0.68
C -1.72 -2.16 -1.11
C -0.30 -1.89 -1.23
C 0.32 -0.54 -0.67
C -0.53 0.68 -0.34
C 2.01 -1.90 2.07
H -1.43 2.43 -1.26
H -2.52 1.21 -3.29
H -3.62 -0.71 -2.58
H -4.00 0.44 -1.27
H -2.48 -0.77 0.28
H -3.62 -1.84 -0.44
H -1.98 -3.21 -1.25
H 0.23 -2.72 -0.68
H 1.13 -0.22 -1.34
H 0.85 -0.80 0.26
H -1.31 0.43 0.39
H 0.13 1.37 0.22
H 2.84 -2.49 2.47
H 1.69 -2.29 1.11
H 1.17 -1.84 2.76
C 1.79 0.86 3.61
C 1.24 0.97 4.72
C 0.64 1.13 6.01
C -0.70 1.57 6.16
C -1.24 1.85 7.42
C -0.47 1.69 8.58
C 0.82 1.15 8.47
C 1.36 0.86 7.21
H -1.31 1.71 5.27
H -2.27 2.22 7.51
H -0.87 1.96 9.56
H 1.41 0.98 9.38
H 2.36 0.43 7.14
*
```

Values from the calculation:
Molar mass   493.2 g mol⁻¹
LUMO (alpha / beta)   -0.2348 / -0.2407 Ha
Calculated total energy   -48822.6709 eV
F_max   3.15 eV/A
Energy relative to the best compared isomer or geometry (same formula, charge and spin)   0.0 kcal/mol

---

2.
Computed, not measured: the molecule C5H8O, with the ωB97M-V functional and the def2-TZVPD basis.

Geometry as ORCA input:
```
! wB97M-V def2-TZVPD RIJCOSX def2/J DEFGRID3
* xyz 0 1
C 0.56 1.43 -0.71
C -0.07 0.07 -0.88
C 0.41 -1.25 -0.39
C -0.80 -0.62 0.28
C -0.52 -0.26 1.70
O 0.59 -0.08 2.15
H 0.95 1.56 0.30
H 1.36 1.61 -1.43
H -0.21 2.18 -0.89
H -0.58 -0.03 -1.84
H 1.27 -1.26 0.27
H 0.25 -2.12 -1.01
H -1.81 -0.98 0.09
H -1.40 -0.23 2.37
*
```

Values from the calculation:
Molar mass   84.1 g mol⁻¹
LUMO   0.0387 Ha
Calculated total energy   -7361.0322 eV
F_max   0.51 eV/A
Energy relative to the best compared isomer or geometry (same formula, charge and spin)   28.2 kcal/mol

---

3.
Computed, not measured: the molecule C4H5NO at a distorted geometry, with the ωB97M-V functional and the def2-TZVPD basis.

Geometry as ORCA input:
```
! wB97M-V def2-TZVPD RIJCOSX def2/J DEFGRID3
* xyz 0 1
C -1.40 0.09 -0.75
C -0.51 -0.41 0.36
O -0.92 -0.77 1.43
C 1.00 -0.46 0.06
C 1.67 0.70 0.65
N 2.19 1.62 1.11
H -2.40 0.27 -0.37
H -1.46 -0.68 -1.54
H -1.00 0.99 -1.21
H 1.21 -0.49 -1.02
H 1.40 -1.37 0.52
*
```

Values from the calculation:
Molar mass   83.1 g mol⁻¹
LUMO   0.0211 Ha
Calculated total energy   -7766.0635 eV
F_max   1.12 eV/A
Energy relative to the best compared isomer or geometry (same formula, charge and spin)   10.7 kcal/mol

---

4.
Computed, not measured: a structure of composition C38H89B5CaF20N10O4 at a distorted geometry, with the ωB97M-V functional and the def2-TZVPD basis.

Geometry as ORCA input:
```
! wB97M-V def2-TZVPD RIJCOSX def2/J DEFGRID3
* xyz 4 1
Ca 0.69 0.50 0.70
C 3.00 3.07 -5.48
C 3.28 1.94 -4.41
N 3.97 2.53 -3.27
C 5.33 2.34 -3.07
C 5.61 2.78 -1.74
N 4.48 3.41 -1.28
C 3.45 3.31 -2.23
C 4.28 4.05 0.00
H 2.12 3.64 -5.18
H 2.57 2.65 -6.39
H 3.81 3.74 -5.76
H 3.94 1.14 -4.73
H 2.33 1.57 -4.03
H 5.98 1.95 -3.84
H 6.53 2.86 -1.18
H 2.43 3.65 -2.19
H 4.97 3.82 0.81
H 3.28 3.80 0.37
H 4.30 5.12 -0.22
C 4.38 -7.46 3.20
C 4.35 -6.29 2.05
N 3.56 -5.15 2.52
C 3.39 -4.00 1.79
C 2.60 -3.16 2.52
N 2.16 -3.84 3.65
C 2.82 -5.05 3.65
C 1.53 -3.25 4.85
H 3.46 -8.05 3.23
H 4.55 -7.08 4.20
H 5.14 -8.22 3.03
H 3.94 -6.66 1.12
H 5.32 -5.90 1.73
H 3.89 -3.80 0.85
H 2.39 -2.13 2.28
H 2.90 -5.65 4.55
H 1.30 -2.22 4.58
H 2.31 -3.24 5.62
H 0.58 -3.66 5.19
C 0.13 -4.76 -7.56
C 1.32 -4.10 -6.80
N 1.01 -3.67 -5.44
C 0.55 -2.41 -5.03
C 0.30 -2.56 -3.61
N 0.72 -3.81 -3.19
C 1.20 -4.45 -4.32
C 0.54 -4.33 -1.83
H -0.74 -4.11 -7.68
H -0.40 -5.58 -7.07
H 0.49 -5.14 -8.51
H 1.77 -3.26 -7.32
H 2.10 -4.86 -6.74
H 0.34 -1.62 -5.75
H -0.05 -1.93 -2.81
H 1.70 -5.40 -4.35
H 0.70 -3.54 -1.10
H 1.17 -5.20 -1.68
H -0.50 -4.65 -1.89
C -2.71 4.64 -4.63
N -2.81 3.31 -3.93
C -2.39 3.45 -2.46
C -4.33 2.81 -3.94
C -1.99 2.27 -4.68
C -0.46 2.47 -4.71
O 0.06 1.26 -5.22
H -1.65 4.89 -4.56
H -3.27 5.42 -4.09
H -3.08 4.53 -5.65
H -2.37 2.45 -2.01
H -3.02 4.15 -1.91
H -1.36 3.79 -2.47
H -4.41 1.94 -3.28
H -4.67 2.73 -4.97
H -4.99 3.62 -3.62
H -2.49 2.31 -5.64
H -2.34 1.28 -4.40
H -0.06 2.48 -3.70
H -0.06 3.35 -5.21
H 0.24 1.18 -6.16
C -6.04 2.63 0.67
N -4.82 2.01 1.38
C -3.56 2.81 0.94
C -4.87 2.06 2.97
C -4.61 0.54 0.92
C -5.81 -0.31 1.08
O -6.27 -0.59 2.42
H -6.06 3.69 0.93
H -6.92 2.06 0.96
H -6.02 2.58 -0.41
H -3.55 3.87 1.21
H -3.56 2.76 -0.15
H -2.83 2.25 1.52
H -3.88 1.78 3.31
H -5.73 1.55 3.41
H -4.92 3.14 3.13
H -3.72 0.20 1.46
H -4.42 0.61 -0.15
H -5.54 -1.19 0.49
H -6.64 0.01 0.45
H -6.65 -1.46 2.50
C -1.74 -3.75 0.98
N -2.49 -4.98 1.63
C -2.36 -4.85 3.23
C -4.01 -4.69 1.41
C -2.04 -6.30 1.06
C -0.81 -6.93 1.74
O 0.31 -6.11 1.46
H -2.15 -3.75 -0.03
H -0.67 -3.68 1.16
H -2.16 -2.95 1.58
H -1.34 -5.08 3.55
H -3.11 -5.53 3.66
H -2.58 -3.87 3.65
H -4.27 -3.69 1.75
H -4.50 -5.56 1.85
H -4.21 -4.63 0.34
H -1.88 -6.18 -0.01
H -2.87 -7.00 1.16
H -0.66 -7.88 1.24
H -0.96 -7.13 2.80
H 1.10 -6.65 1.52
C 1.74 6.76 3.26
N 1.89 5.48 4.12
C 3.35 4.99 3.94
C 1.69 5.94 5.64
C 0.85 4.41 3.67
C -0.60 4.90 3.34
O -1.20 5.61 4.38
H 1.94 6.62 2.20
H 2.34 7.60 3.64
H 0.73 7.14 3.40
H 3.97 5.88 4.11
H 3.60 4.61 2.95
H 3.59 4.30 4.75
H 1.70 4.96 6.13
H 0.68 6.25 5.87
H 2.43 6.67 5.97
H 0.88 3.72 4.51
H 1.38 3.84 2.92
H -1.30 4.09 3.14
H -0.58 5.39 2.37
H -1.60 4.96 4.96
B -1.55 -0.40 -0.94
F -0.37 -1.03 -0.77
F -1.51 0.66 0.01
F -1.49 0.22 -2.13
F -2.60 -1.26 -0.76
B 0.45 3.31 -0.02
F 0.58 2.25 -1.00
F 1.16 4.37 -0.44
F -0.85 3.70 0.17
F 0.98 2.76 1.13
B 2.72 -1.05 -0.65
F 3.95 -1.58 -0.26
F 2.49 -1.31 -1.98
F 1.77 -1.54 0.18
F 2.68 0.27 -0.37
B -0.90 -0.19 3.08
F -0.69 0.97 2.39
F -0.14 -1.04 2.30
F -0.19 -0.11 4.27
F -2.22 -0.46 3.27
B 3.46 1.07 2.96
F 2.40 0.48 2.19
F 2.71 1.69 3.93
F 4.34 0.22 3.55
F 4.12 2.09 2.31
*
```

Values from the calculation:
Molar mass   1224.3 g mol⁻¹
LUMO   -0.2628 Ha
Calculated total energy   -140110.7581 eV
F_max   4.05 eV/A

---

5.
Computed, not measured: a cluster of 2 separate species, C6H17NO in total at a distorted geometry, with the ωB97M-V functional and the def2-TZVPD basis.

Geometry as ORCA input:
```
! wB97M-V def2-TZVPD RIJCOSX def2/J DEFGRID3
* xyz 0 1
C -2.95 0.12 -1.62
C -1.75 1.01 -1.45
C -0.41 0.11 -1.59
N 0.20 -0.32 -0.34
C 1.20 0.79 0.22
C 0.72 1.28 1.60
C 2.61 0.39 0.23
H -3.40 -0.04 -0.62
H -3.86 0.66 -2.22
H -2.57 -0.77 -2.24
H -1.98 1.81 -2.21
H -1.88 1.52 -0.47
H 0.27 0.53 -2.34
H -0.81 -0.80 -2.17
H 0.79 -1.21 -0.49
H 1.11 1.68 -0.39
H 1.17 0.57 2.37
H 0.94 2.27 2.04
H -0.35 1.12 1.66
H 3.25 1.19 0.29
H 2.70 -0.46 1.05
H 3.09 0.00 -0.74
O 0.45 -2.84 2.43
H 0.12 -2.05 2.19
H -0.20 -3.28 2.92
*
```

Values from the calculation:
Molar mass   119.2 g mol⁻¹
LUMO   0.0368 Ha
Calculated total energy   -10032.9502 eV
F_max   5.07 eV/A
Energy relative to the best compared isomer or geometry (same formula, charge and spin)   60.7 kcal/mol